<A>
{
  "formula": "C44H79F9O13S",
  "method": "ωB97M-V/def2-TZVPD",
  "elements": ["O", "S", "O", "O", "C", "C", "C", "C", "C", "F", "F", "C", "F", "F", "C", "F", "F", "C", "F", "F", "F", "O", "H", "H", "H", "H", "H", "H", "H", "C", "C", "C", "O", "C", "H", "H", "H", "H", "H", "H", "H", "H", "C", "C", "C", "O", "C", "H", "H", "H", "H", "H", "H", "H", "H", "C", "C", "C", "O", "C", "H", "H", "H", "H", "H", "H", "H", "H", "C", "C", "C", "O", "C", "H", "H", "H", "H", "H", "H", "H", "H", "C", "C", "C", "O", "C", "H", "H", "H", "H", "H", "H", "H", "H", "C", "C", "C", "O", "C", "H", "H", "H", "H", "H", "H", "H", "H", "C", "C", "C", "O", "C", "H", "H", "H", "H", "H", "H", "H", "H", "C", "C", "C", "O", "C", "H", "H", "H", "H", "H", "H", "H", "H", "C", "C", "C", "O", "C", "H", "H", "H", "H", "H", "H", "H", "H"],
  "positions_angstrom": [[0.94198, 0.22528, 1.76942], [1.70869, 0.47430, 0.59086], [1.65888, -0.50506, -0.44303], [3.19639, 0.79240, 1.05118], [3.24465, 2.17922, 1.46759], [2.26366, 2.92166, 0.52580], [1.52548, 4.07727, 1.17848], [0.37744, 4.68205, 0.33701], [-1.05242, 4.42899, 0.79078], [-1.19691, 4.87604, 2.07939], [-1.88847, 5.17975, 0.00794], [-1.54816, 2.96373, 0.74512], [-0.90589, 2.28410, 1.72425], [-1.20715, 2.44956, -0.46159], [-3.08359, 2.77637, 0.92603], [-3.69645, 3.15268, -0.21805], [-3.53106, 3.53412, 1.94286], [-3.51177, 1.30707, 1.19065], [-4.84556, 1.25355, 1.21114], [-3.07025, 0.51806, 0.21013], [-3.05589, 0.85880, 2.35815], [1.42316, 1.89451, -0.03150], [2.89561, 2.24111, 2.50130], [4.27461, 2.49863, 1.31782], [2.86683, 3.30460, -0.30388], [1.18865, 3.85120, 2.19428], [2.28916, 4.85646, 1.27989], [0.48971, 4.42728, -0.72030], [0.44974, 5.77325, 0.39227], [2.82282, -3.78270, -0.44338], [3.74239, -5.00403, -0.35750], [4.50473, -4.90424, -1.67292], [4.59010, -3.51891, -1.98680], [3.72456, -2.76746, -1.12814], [2.46318, -3.43271, 0.52248], [1.95799, -4.00594, -1.07377], [4.42951, -4.89742, 0.48528], [3.21121, -5.94860, -0.24756], [3.95729, -5.40847, -2.47930], [5.50977, -5.32663, -1.62122], [4.33143, -2.22903, -0.39223], [3.17824, -2.03845, -1.72427], [3.54296, -3.04789, 5.04421], [2.08444, -2.89954, 4.61556], [2.20957, -1.98811, 3.40109], [3.47846, -2.29311, 2.80707], [4.25293, -3.09540, 3.69722], [3.73625, -3.93080, 5.65191], [3.86006, -2.16851, 5.60930], [1.68134, -3.87167, 4.32202], [1.43868, -2.48255, 5.38686], [2.19833, -0.93577, 3.69174], [1.42667, -2.14852, 2.66292], [4.29148, -4.11983, 3.30819], [5.27039, -2.70347, 3.73475], [8.57189, 4.68312, 0.70935], [8.67847, 3.43448, -0.16304], [7.27680, 2.85294, -0.04584], [6.39476, 3.96883, 0.12593], [7.15442, 5.14730, 0.40320], [9.31960, 5.44248, 0.48511], [8.66396, 4.41419, 1.76399], [8.88425, 3.71637, -1.19804], [9.45018, 2.73754, 0.16017], [7.19269, 2.19885, 0.83103], [6.96644, 2.29914, -0.92607], [7.13290, 5.79443, -0.48039], [6.69145, 5.68223, 1.23407], [-6.91083, -1.38374, 1.35913], [-5.48005, -1.90343, 1.43144], [-5.64482, -3.15845, 2.27701], [-6.95283, -3.66068, 1.99462], [-7.70239, -2.68287, 1.27139], [-7.09359, -0.71688, 0.51750], [-7.16015, -0.84738, 2.27878], [-5.12463, -2.16475, 0.43172], [-4.77879, -1.19786, 1.86868], [-5.58294, -2.92523, 3.34597], [-4.90819, -3.92947, 2.04909], [-7.80005, -3.01524, 0.23190], [-8.70066, -2.60741, 1.70430], [-0.22459, -1.67950, -2.97928], [-1.23019, -0.80813, -2.23053], [-0.92146, 0.57159, -2.79831], [-0.47119, 0.36235, -4.13973], [-0.21368, -1.02598, -4.35496], [-0.49916, -2.73336, -3.01675], [0.75763, -1.59702, -2.51068], [-2.25107, -1.10327, -2.48694], [-1.12235, -0.85281, -1.14797], [-0.11754, 1.05317, -2.23388], [-1.78514, 1.23786, -2.81224], [-1.00261, -1.43583, -4.99604], [0.74087, -1.13358, -4.87203], [-6.50502, 1.74944, 4.48189], [-6.46104, 0.54043, 5.41419], [-6.98274, 1.13783, 6.71571], [-7.89511, 2.17212, 6.34619], [-7.77205, 2.44867, 4.94737], [-6.53464, 1.49376, 3.42443], [-5.63529, 2.38831, 4.65516], [-7.14119, -0.23582, 5.05407], [-5.46970, 0.10112, 5.52043], [-6.16799, 1.57861, 7.30132], [-7.50326, 0.41208, 7.34202], [-8.65311, 2.05702, 4.43019], [-7.73672, 3.52844, 4.79828], [-10.32176, 2.89308, 0.47260], [-10.06135, 4.33151, 0.91430], [-9.17087, 4.12225, 2.13210], [-8.42356, 2.92869, 1.88305], [-8.97894, 2.23774, 0.76330], [-10.61895, 2.79873, -0.57056], [-11.10266, 2.44656, 1.09202], [-9.51721, 4.87089, 0.13607], [-10.96636, 4.89037, 1.14679], [-9.76607, 3.98254, 3.04122], [-8.47538, 4.94573, 2.29845], [-8.29437, 2.34648, -0.08545], [-9.06508, 1.17633, 1.00185], [4.98781, -0.78857, -3.77144], [5.22897, 0.13966, -4.95928], [4.78418, 1.48210, -4.39494], [5.06277, 1.43936, -2.99251], [5.37550, 0.09716, -2.59998], [5.55764, -1.71422, -3.80548], [3.92860, -1.04759, -3.70919], [6.29312, 0.16473, -5.20639], [4.67838, -0.14340, -5.85480], [3.70826, 1.63249, -4.53364], [5.31102, 2.32983, -4.83564], [6.45086, 0.02936, -2.39388], [4.83298, -0.13980, -1.68396], [4.06393, -6.04673, -5.63940], [4.18622, -6.23711, -7.14998], [3.61141, -4.92617, -7.67177], [3.91722, -3.93527, -6.69081], [4.37675, -4.56373, -5.49105], [4.73672, -6.67827, -5.06085], [3.04050, -6.25207, -5.31665], [5.23739, -6.32811, -7.43227], [3.65545, -7.10956, -7.52834], [2.52324, -4.98828, -7.78378], [4.03925, -4.62301, -8.62819], [5.45513, -4.39332, -5.39821], [3.88404, -4.10371, -4.63377]],
  "lowdin_charge": [-0.227, 0.589, -0.207, -0.178, -0.089, -0.283, -0.097, -0.044, -0.417, 0.111, 0.117, -0.332, 0.147, 0.138, -0.337, 0.159, 0.170, -0.549, 0.174, 0.184, 0.185, -0.167, 0.135, 0.130, 0.165, 0.128, 0.135, 0.142, 0.136, -0.152, -0.156, -0.208, -0.155, -0.208, 0.099, 0.115, 0.108, 0.111, 0.106, 0.118, 0.122, 0.084, -0.169, -0.161, -0.210, -0.154, -0.207, 0.110, 0.113, 0.114, 0.112, 0.110, 0.109, 0.113, 0.116, -0.170, -0.166, -0.199, -0.157, -0.208, 0.111, 0.113, 0.116, 0.112, 0.119, 0.106, 0.118, 0.114, -0.173, -0.169, -0.198, -0.139, -0.202, 0.108, 0.104, 0.120, 0.088, 0.116, 0.117, 0.117, 0.116, -0.164, -0.167, -0.206, -0.135, -0.200, 0.112, 0.086, 0.115, 0.100, 0.098, 0.115, 0.115, 0.114, -0.168, -0.170, -0.207, -0.138, -0.208, 0.090, 0.117, 0.109, 0.110, 0.116, 0.115, 0.112, 0.115, -0.166, -0.166, -0.209, -0.160, -0.203, 0.112, 0.115, 0.114, 0.112, 0.115, 0.120, 0.119, 0.110, -0.171, -0.160, -0.202, -0.152, -0.200, 0.108, 0.108, 0.113, 0.113, 0.117, 0.114, 0.118, 0.102, -0.176, -0.171, -0.210, -0.143, -0.209, 0.110, 0.114, 0.113, 0.110, 0.116, 0.115, 0.121, 0.104],
  "smiles": "O=S1(=O)OC[C@H](CCC(F)(F)C(F)(F)C(F)(F)C(F)(F)F)O1.C1CCOC1.C1CCOC1.C1CCOC1.C1CCOC1.C1CCOC1.C1CCOC1.C1CCOC1.C1CCOC1.C1CCOC1",
  "orbital_gap_ev": 9.50,
  "lumo_ev": 0.429,
  "total_charge": 0
}

***

<B>
{
  "formula": "C44H79F9O13S",
  "method": "ωB97M-V/def2-TZVPD",
  "elements": ["O", "S", "O", "O", "C", "C", "C", "C", "C", "F", "F", "C", "F", "F", "C", "F", "F", "C", "F", "F", "F", "O", "H", "H", "H", "H", "H", "H", "H", "C", "C", "C", "O", "C", "H", "H", "H", "H", "H", "H", "H", "H", "C", "C", "C", "O", "C", "H", "H", "H", "H", "H", "H", "H", "H", "C", "C", "C", "O", "C", "H", "H", "H", "H", "H", "H", "H", "H", "C", "C", "C", "O", "C", "H", "H", "H", "H", "H", "H", "H", "H", "C", "C", "C", "O", "C", "H", "H", "H", "H", "H", "H", "H", "H", "C", "C", "C", "O", "C", "H", "H", "H", "H", "H", "H", "H", "H", "C", "C", "C", "O", "C", "H", "H", "H", "H", "H", "H", "H", "H", "C", "C", "C", "O", "C", "H", "H", "H", "H", "H", "H", "H", "H", "C", "C", "C", "O", "C", "H", "H", "H", "H", "H", "H", "H", "H"],
  "positions_angstrom": [[-0.98725, -1.69593, -0.66138], [-0.37070, -0.84869, -1.73167], [-0.85247, 0.54711, -1.47444], [-0.91170, -1.58429, -3.13284], [0.09847, -2.56903, -3.49934], [1.54794, -2.08163, -3.01562], [2.48938, -3.29071, -2.59998], [3.85017, -2.85339, -1.88606], [3.89937, -3.13145, -0.32292], [3.68145, -4.53418, -0.15623], [5.25919, -2.93425, 0.06621], [2.88166, -2.24923, 0.53562], [1.57366, -2.68683, 0.27328], [3.08698, -0.90398, 0.13081], [3.15654, -2.31128, 2.12038], [4.31237, -1.52129, 2.34166], [3.35739, -3.64369, 2.54000], [2.00546, -1.62227, 2.99678], [2.42316, -1.56833, 4.34692], [1.83192, -0.28087, 2.61960], [0.80451, -2.31499, 2.99837], [1.26312, -1.03172, -2.05997], [-0.10997, -3.51623, -2.90799], [-0.01562, -2.60500, -4.63190], [1.95242, -1.56022, -3.94874], [1.96842, -4.09739, -1.98322], [2.79110, -3.80900, -3.57978], [4.14761, -1.77792, -2.15079], [4.67962, -3.50189, -2.34323], [-4.06145, 1.95876, -1.31536], [-5.47953, 2.38692, -1.62801], [-5.25540, 3.53540, -2.59330], [-4.04162, 3.25326, -3.29979], [-3.36967, 2.16544, -2.64773], [-3.98167, 0.93434, -0.94919], [-3.62968, 2.62651, -0.56236], [-6.01042, 1.57291, -2.13256], [-6.05617, 2.67603, -0.74770], [-5.12000, 4.48295, -2.05946], [-6.07626, 3.65091, -3.30517], [-3.46626, 1.28067, -3.28620], [-2.30966, 2.40135, -2.53790], [-5.65076, -3.09852, -1.66732], [-4.90576, -2.62949, -0.43552], [-3.63341, -2.06065, -1.03417], [-3.97591, -1.56299, -2.33663], [-5.28604, -2.03098, -2.68133], [-6.72771, -3.19508, -1.51983], [-5.26082, -4.06953, -1.98977], [-5.47331, -1.83529, 0.06097], [-4.71728, -3.42004, 0.29249], [-2.87348, -2.83536, -1.16052], [-3.21155, -1.25486, -0.43331], [-5.97264, -1.17865, -2.62442], [-5.28362, -2.40806, -3.70652], [0.24078, -3.13076, -9.50845], [-0.49972, -1.82320, -9.32626], [-0.43153, -1.62891, -7.82416], [0.78905, -2.24161, -7.38169], [1.32637, -3.02741, -8.45472], [0.63706, -3.27507, -10.51464], [-0.42468, -3.96932, -9.27890], [0.04109, -1.01718, -9.83219], [-1.52178, -1.83969, -9.70740], [-1.26284, -2.13370, -7.31971], [-0.43813, -0.57518, -7.53650], [2.20783, -2.50596, -8.84313], [1.63807, -4.00315, -8.07545], [1.05578, -0.01766, 6.92726], [0.16399, 0.18218, 5.72291], [-1.20734, 0.29601, 6.35980], [-1.01376, 0.87400, 7.65787], [0.38718, 0.86504, 7.96373], [2.09932, 0.24810, 6.75038], [1.01836, -1.06464, 7.24704], [0.42225, 1.12089, 5.22185], [0.22730, -0.62327, 4.99148], [-1.66547, -0.68964, 6.49628], [-1.89009, 0.91941, 5.77814], [0.75074, 1.89658, 7.90009], [0.53868, 0.50496, 8.98369], [1.04325, 3.47184, 0.22846], [1.66552, 2.30449, 0.96392], [2.87627, 1.99955, 0.10304], [3.29004, 3.24059, -0.48440], [2.26600, 4.22007, -0.26647], [0.39123, 4.08658, 0.85112], [0.45902, 3.10562, -0.62211], [1.98661, 2.62273, 1.96137], [0.99731, 1.45001, 1.07739], [2.62204, 1.31195, -0.71034], [3.70204, 1.57127, 0.67586], [2.63175, 4.92583, 0.48761], [2.07766, 4.76716, -1.19276], [1.54502, -4.46459, 6.53257], [0.10170, -4.48989, 6.98829], [-0.00031, -5.85825, 7.63528], [1.29641, -6.16395, 8.16439], [2.24130, -5.21388, 7.65114], [1.94129, -3.45942, 6.38285], [1.64726, -5.01682, 5.59234], [-0.06444, -3.70859, 7.73751], [-0.61769, -4.34592, 6.18027], [-0.25234, -6.62867, 6.89838], [-0.74071, -5.88904, 8.43793], [2.51676, -4.53982, 8.46887], [3.13925, -5.73466, 7.31182], [5.92272, -1.79714, 8.95528], [6.67571, -3.02318, 8.48701], [5.55547, -3.89811, 7.95841], [4.53438, -3.01617, 7.47094], [4.82782, -1.68356, 7.91280], [6.54093, -0.90067, 9.02291], [5.48310, -1.98505, 9.94019], [7.35473, -2.75267, 7.67202], [7.26003, -3.50668, 9.27132], [5.11842, -4.50959, 8.75527], [5.88404, -4.55896, 7.15309], [5.16637, -1.10981, 7.04301], [3.92097, -1.21803, 8.30552], [-1.30665, 3.78616, -5.14951], [-0.24998, 4.50633, -5.95935], [0.84705, 3.46212, -6.04580], [0.20258, 2.18094, -6.02180], [-1.17212, 2.36185, -5.65185], [-2.31133, 4.18969, -5.27943], [-1.05411, 3.83260, -4.08521], [-0.63590, 4.72673, -6.96008], [0.08666, 5.44191, -5.51010], [1.51730, 3.51688, -5.18114], [1.44458, 3.55525, -6.95572], [-1.78450, 2.19706, -6.54561], [-1.45032, 1.62203, -4.89798], [-4.54748, 7.65182, -2.49371], [-4.23103, 9.10249, -2.78885], [-2.72019, 9.07476, -2.92081], [-2.37210, 7.77821, -3.42337], [-3.52415, 6.92716, -3.34632], [-5.57478, 7.36910, -2.72921], [-4.36846, 7.44076, -1.43424], [-4.68411, 9.39447, -3.74174], [-4.57892, 9.79404, -2.01981], [-2.23354, 9.19932, -1.94741], [-2.34400, 9.84417, -3.59886], [-3.89503, 6.77223, -4.36550], [-3.23905, 5.95905, -2.92898]],
  "lowdin_charge": [-0.308, 0.797, -0.259, -0.215, -0.118, -0.280, -0.103, -0.062, -0.301, 0.050, 0.056, -0.218, 0.102, 0.080, -0.203, 0.097, 0.113, -0.348, 0.094, 0.114, 0.132, -0.207, 0.140, 0.146, 0.171, 0.129, 0.142, 0.150, 0.141, -0.162, -0.167, -0.204, -0.154, -0.207, 0.100, 0.121, 0.109, 0.115, 0.106, 0.119, 0.119, 0.095, -0.176, -0.165, -0.224, -0.149, -0.201, 0.113, 0.115, 0.116, 0.116, 0.107, 0.102, 0.111, 0.117, -0.179, -0.175, -0.202, -0.157, -0.207, 0.114, 0.116, 0.118, 0.116, 0.117, 0.116, 0.118, 0.115, -0.182, -0.178, -0.198, -0.137, -0.202, 0.111, 0.107, 0.122, 0.088, 0.116, 0.118, 0.117, 0.117, -0.170, -0.181, -0.211, -0.133, -0.203, 0.115, 0.107, 0.117, 0.100, 0.103, 0.115, 0.116, 0.116, -0.176, -0.179, -0.206, -0.137, -0.208, 0.093, 0.119, 0.112, 0.113, 0.116, 0.116, 0.112, 0.116, -0.175, -0.176, -0.209, -0.158, -0.201, 0.115, 0.117, 0.117, 0.115, 0.115, 0.120, 0.119, 0.111, -0.180, -0.172, -0.206, -0.149, -0.200, 0.111, 0.113, 0.115, 0.116, 0.116, 0.115, 0.119, 0.106, -0.185, -0.180, -0.208, -0.141, -0.209, 0.113, 0.116, 0.115, 0.113, 0.116, 0.116, 0.121, 0.107],
  "smiles": "O=S1(=O)OC[C@H](CCC(F)(F)C(F)(F)C(F)(F)C(F)(F)F)O1.C1CCOC1.C1CCOC1.C1CCOC1.C1CCOC1.C1CCOC1.C1CCOC1.C1CCOC1.C1CCOC1.C1CCOC1",
  "orbital_gap_ev": 9.55,
  "lumo_ev": 0.370,
  "total_charge": 0
}

***

It turns out <A> is the most stable, with the second structure 0.1289 hartree higher.

***

<A>
{
  "formula": "C8H9NO",
  "method": "ωB97M-V/def2-TZVPD",
  "elements": ["C", "C", "O", "N", "C", "C", "C", "C", "C", "C", "H", "H", "H", "H", "H", "H", "H", "H", "H"],
  "positions_angstrom": [[2.10107, 1.00402, 0.83300], [2.40917, -0.15865, -0.06526], [3.57489, -0.49746, -0.35774], [1.42968, -0.79124, -0.77042], [-0.00404, -0.44207, -0.45575], [-0.81356, -1.38086, 0.10355], [-2.12753, -1.15206, 0.35268], [-2.71346, 0.14484, 0.10526], [-1.89489, 1.08886, -0.52044], [-0.52204, 0.73937, -0.79103], [1.20395, 0.85452, 1.48728], [3.04349, 1.04763, 1.52311], [1.71302, 1.84588, 0.35233], [1.70100, -1.72777, -0.85526], [-0.39117, -2.19306, 0.25309], [-2.67846, -2.05592, 0.79307], [-3.75612, 0.27985, 0.15091], [-2.46703, 1.88136, -0.85857], [0.19204, 1.51277, -1.27981]],
  "lowdin_charge": [-0.010, -0.515, 0.016, 0.140, -0.248, -0.056, -0.049, -0.060, -0.045, -0.043, 0.094, 0.131, 0.045, 0.121, 0.038, 0.132, 0.082, 0.075, 0.150],
  "smiles": "CC(=O)Nc1ccccc1",
  "orbital_gap_ev": 10.18,
  "lumo_ev": 0.794,
  "total_charge": 0
}

***

<B>
{
  "formula": "C8H9NO",
  "method": "ωB97M-V/def2-TZVPD",
  "elements": ["C", "C", "C", "N", "C", "C", "C", "C", "O", "C", "H", "H", "H", "H", "H", "H", "H", "H", "H"],
  "positions_angstrom": [[-2.79171, -0.34881, -1.52903], [-1.81938, -0.25453, -0.79855], [-0.82170, 0.08468, 0.20841], [0.37052, -0.31393, 0.05037], [1.31162, -0.00646, 0.98026], [2.58364, -0.10028, 0.62780], [2.99565, -0.71081, -0.71817], [2.22061, -0.64554, -1.80712], [-1.22853, 0.88476, 1.16873], [-2.58565, 1.01326, 1.44356], [-3.66826, -0.64534, -2.03156], [0.97929, 0.34965, 1.94620], [3.35993, 0.06857, 1.33622], [3.89550, -1.34406, -0.72474], [2.63681, -1.14389, -2.69188], [1.37599, -0.03614, -1.92502], [-3.22093, 1.81312, 0.80777], [-2.69634, 1.41809, 2.44213], [-2.89704, -0.08234, 1.21461]],
  "lowdin_charge": [0.151, -0.032, -0.416, 0.095, -0.167, -0.067, -0.151, -0.004, -0.063, -0.085, 0.029, 0.115, 0.079, 0.090, 0.058, 0.032, 0.136, 0.080, 0.120],
  "smiles": "C#C/C(=N/C=C\\C=C)OC",
  "orbital_gap_ev": 8.42,
  "lumo_ev": 0.292,
  "total_charge": 0
}

***

It turns out <A> is the most stable, with the second structure 0.1281 hartree higher.